# 1
47
Properties=species:S:1:pos:R:3:forces:R:3:lowdin_spin:R:1 method="wB97M-V/def2-TZVPD" multiplicity=2 homo_ev="-13.5 / -13.5" total_charge=+2 relative_energy_ev=1.861
Ir 0.71904 1.08845 0.78901 1.471 0.388 0.562 0.083
N -3.25813 -0.05274 0.43786 -0.025 0.039 -0.016 -0.001
C -3.45818 -1.45719 0.57406 -0.003 -0.005 -0.034 0.000
C -4.74910 -1.94979 0.61592 0.017 0.010 0.018 0.000
C -4.95854 -3.31595 0.74284 0.009 -0.014 0.004 0.000
C -3.87672 -4.17547 0.83231 -0.018 -0.006 -0.017 0.000
C -2.58113 -3.67410 0.80173 -0.002 0.027 0.037 0.001
C -2.37350 -2.31249 0.66770 -0.005 -0.055 0.102 0.001
S -0.70228 -1.73111 0.58765 -0.024 0.074 -0.173 0.005
N -0.94030 -0.02280 0.70728 -0.219 -0.102 0.191 0.022
C -2.09462 0.57260 0.57198 0.055 -0.040 -0.098 0.000
C -2.04709 2.05863 0.55652 0.011 0.064 0.097 0.000
C -3.14329 2.88811 0.60057 0.023 -0.011 0.001 0.000
C -2.94154 4.26787 0.59926 -0.018 0.009 -0.008 0.001
C -1.65542 4.76813 0.56063 0.000 -0.006 0.023 -0.001
C -0.59480 3.87556 0.53131 0.014 0.031 0.003 0.000
N -0.78925 2.55498 0.53168 0.175 0.016 -0.546 -0.005
H -4.08540 0.50220 0.29095 -0.003 -0.007 -0.015 0.000
H -5.59200 -1.27188 0.54977 0.000 0.002 0.000 0.000
H -5.96747 -3.70164 0.77437 -0.001 -0.002 -0.009 0.000
H -4.03367 -5.24060 0.92749 -0.001 0.000 0.003 0.000
H -1.73659 -4.34814 0.87409 0.002 0.002 0.019 0.000
H -4.15000 2.49810 0.65184 0.000 0.001 0.012 0.000
H -3.79058 4.93704 0.63578 -0.003 -0.002 -0.010 0.000
H -1.46229 5.83112 0.55979 0.008 -0.001 -0.002 0.000
H 0.43340 4.21126 0.50225 -0.014 -0.004 -0.031 0.000
I 2.23399 -0.28611 2.35234 0.014 -0.270 -0.213 0.057
C 3.11086 -1.32028 0.77031 -0.149 0.137 0.013 0.009
C 3.97366 -2.36557 0.94523 0.127 -0.061 -0.081 0.032
C 4.54813 -2.94137 -0.20211 -0.013 -0.006 0.141 0.003
C 4.27535 -2.43128 -1.44525 -0.033 0.079 -0.109 0.043
C 3.40124 -1.33432 -1.61378 0.035 -0.032 0.054 -0.001
C 3.15199 -0.76107 -2.88514 0.081 -0.077 0.005 0.119
C 2.31048 0.31361 -3.02176 -0.133 0.144 0.082 0.001
C 1.65793 0.84302 -1.89961 0.041 -0.037 -0.323 0.097
C 1.86727 0.31787 -0.63394 -0.406 0.212 0.315 0.046
C 2.77220 -0.77655 -0.47503 0.074 -0.081 0.051 0.008
H 4.22606 -2.74154 1.92755 -0.020 -0.012 0.001 0.001
H 5.21745 -3.78288 -0.09023 0.014 0.009 -0.003 -0.001
H 4.73849 -2.86493 -2.32237 0.006 -0.002 0.002 0.001
H 3.64923 -1.17864 -3.75157 -0.014 -0.013 -0.004 0.005
H 2.13418 0.75134 -3.99447 0.014 0.002 -0.002 -0.002
H 0.98686 1.68470 -2.03189 -0.016 -0.023 0.014 0.003
Cl 2.94477 3.95517 -1.05884 0.067 0.130 0.032 0.086
Ge 3.49067 2.72812 0.61069 -1.124 -0.504 -0.156 0.240
Cl 5.10858 1.46182 0.07903 0.070 0.044 0.048 0.060
Cl 4.03002 3.92874 2.26623 -0.082 -0.044 0.023 0.085

---

# 2
10
Properties=species:S:1:pos:R:3:forces:R:3:mulliken_charge:R:1 method="wB97M-V/def2-TZVPD" homo_ev="-8.8 / -8.8" relative_energy_ev=5.230
C -1.87417 -0.91438 1.05805 0.940 -0.658 0.225 -0.093
C -0.69510 -0.65106 1.12661 -0.875 0.792 -0.288 -0.008
C 0.56276 -0.07185 1.03178 -0.079 2.424 -1.903 -0.923
O 1.93171 0.13609 -2.00184 0.568 -0.082 0.453 -0.520
S 0.13771 2.40551 -1.69091 0.109 -0.173 0.420 -0.256
S 0.75348 0.63394 -1.32031 -1.689 -1.089 0.594 0.454
H -2.74118 -1.50591 1.11150 -0.786 0.030 -0.075 0.393
H 1.38423 -0.67904 0.94304 1.849 -1.640 -0.065 0.396
H 0.81670 0.89285 1.47930 -0.542 -0.256 0.001 0.377
H -0.27614 -0.24616 -1.73722 0.505 0.652 0.636 0.180

---

Maximum force: 1.62 3.08 (eV/Å)